Record 1
This record from OMol25 describes a single C5H10O2 molecule at a distorted geometry. The level of theory is ωB97M-V/def2-TZVPD.

Each line ends with the Löwdin charge.
Cartesian coordinates (Å):
O (-0.91259, -2.40165, 0.74076)  0.093
C (-0.66393, -1.35323, 1.28796)  -0.530
O (-0.17773, -1.30257, 2.54719)  0.094
C (-0.70049, -0.00095, 0.62678)  -0.102
C (0.48660, 0.40989, -0.25501)  -0.419
C (0.70827, -0.45590, -1.44611)  -0.077
C (0.21678, 1.88671, -0.64001)  -0.079
H (-0.34476, -2.22308, 2.86406)  0.139
H (-0.91271, 0.64983, 1.48377)  0.127
H (-1.62504, -0.02387, 0.04572)  0.135
H (1.38957, 0.40124, 0.35366)  0.135
H (1.73124, -0.76286, -1.66349)  0.083
H (0.16550, -0.09165, -2.33696)  0.091
H (0.20338, -1.42440, -1.31312)  0.073
H (0.32531, 2.52402, 0.24550)  0.081
H (-0.77434, 1.93890, -1.11036)  0.082
H (0.88492, 2.22957, -1.43032)  0.074

Atoms 1-3, force components in eV/Å:
O -0.346 0.186 0.421
C 1.270 -0.238 -1.166
O -0.801 -1.068 0.298

Summary:
orbital gap = 11.140 eV
LUMO energy = 0.815 eV
ΔE to the lowest compared entry with this formula, charge and spin = 13.9 kcal/mol
highest occupied orbital energy = -10.32 eV

***

Record 2
This record from OMol25 describes 2 unconnected molecules or ions with the total composition C5H10O2 at a distorted geometry. The level of theory is ωB97M-V/def2-TZVPD.

Each line ends with the Löwdin charge.
Cartesian coordinates (Å):
C (0.42561, -2.36643, 1.23065)  -0.091
C (-0.54649, -1.52272, 0.39472)  -0.204
C (0.14130, -0.31736, -0.17218)  -0.229
O (0.66813, -0.38488, -1.34507)  -0.001
C (-1.08048, 1.67639, -0.69627)  -0.070
C (-0.01307, 2.51813, -1.08071)  -0.339
O (1.14623, 2.18468, -1.45043)  -0.060
H (-0.09357, -3.23948, 1.64204)  0.079
H (1.26228, -2.68039, 0.60571)  0.080
H (0.81314, -1.77759, 2.06284)  0.075
H (-0.92050, -2.13490, -0.41779)  0.114
H (-1.36512, -1.24049, 1.05293)  0.116
H (0.59897, 0.31773, 0.58124)  0.126
H (1.10672, 0.70960, -1.54486)  0.171
H (-1.77216, 2.26444, -0.11531)  0.037
H (-1.57908, 1.03333, -1.42479)  0.070
H (-0.26475, 3.62601, -0.94488)  0.127

Atoms 1-3, force components in eV/Å:
C 0.165 0.253 -0.107
C -0.256 -0.040 -0.187
C 0.373 0.488 0.192

Summary:
orbital gap = 8.207 eV
LUMO energy = 0.209 eV
ΔE to the lowest compared entry with this formula, charge and spin = 91.6 kcal/mol
highest occupied orbital energy = -8.00 eV

***

Record 3
This record from OMol25 describes a molecular structure, C5H10O2. The level of theory is ωB97M-V/def2-TZVPD.

Each line ends with the Löwdin charge.
Cartesian coordinates (Å):
C (-0.19775, -0.27984, -2.40544)  -0.116
O (0.29856, -0.64465, -1.14353)  -0.167
C (0.59438, 0.47376, -0.32715)  -0.355
C (-0.60480, 1.05905, 0.43070)  -0.109
O (-0.13333, 0.61703, 1.72554)  -0.203
C (1.18426, 0.06018, 1.00885)  -0.059
C (-0.19055, -1.13335, 1.89841)  0.041
H (-1.15389, 0.26491, -2.33895)  0.088
H (0.51782, 0.35368, -2.95383)  0.088
H (-0.36031, -1.19951, -2.97295)  0.089
H (1.15631, 1.20973, -0.92409)  0.142
H (-1.58731, 0.64364, 0.17864)  0.129
H (-0.65426, 2.15258, 0.45731)  0.130
H (2.00111, 0.70437, 1.35256)  0.082
H (-0.14150, -1.80571, 1.04739)  0.068
H (0.49342, -1.42140, 2.68855)  0.074
H (-1.22215, -1.05446, 2.27800)  0.078

Atoms 1-3, force components in eV/Å:
C -0.102 0.054 -0.276
O 0.028 -0.099 0.055
C 0.064 0.188 0.072

Summary:
orbital gap = 7.989 eV
LUMO energy = 0.967 eV
ΔE to the lowest compared entry with this formula, charge and spin = 179.2 kcal/mol
highest occupied orbital energy = -7.02 eV

***

> Which formula does entry 3 have?

C5H10O2

***

> ΔE to the lowest compared entry with this formula, charge and spin of number 3 (C5H10O2)?

179.2 kcal/mol

***

> Number 2 is which compound?

C5H10O2